Entry 1:
ORCA calculation (the ωB97M-V functional and the def2-TZVPD basis) on a molecular structure, C37H78F2N8O13RbS2.

CARTESIAN COORDINATES (ANGSTROEM)
Rb  15.941  -12.601  -13.632
C  13.320  -11.274  -17.615
C  12.618  -10.547  -18.539
C  12.728  -9.008  -18.560
O  12.043  -8.240  -19.295
C  13.580  -8.380  -17.759
C  14.466  -9.055  -16.802
C  14.253  -10.691  -16.669
O  15.061  -11.292  -15.991
O  15.394  -8.445  -16.210
O  11.877  -11.198  -19.333
H  13.091  -12.330  -17.595
H  13.702  -7.307  -17.738
C  17.865  -10.036  -17.902
C  17.444  -8.902  -18.787
O  17.440  -8.962  -20.031
N  17.087  -7.613  -18.030
H  16.381  -7.713  -17.315
H  17.840  -7.225  -17.480
C  16.615  -6.473  -19.013
H  18.688  -9.741  -17.251
H  18.192  -10.903  -18.477
H  17.007  -10.383  -17.327
H  16.637  -5.508  -18.508
H  15.567  -6.558  -19.299
H  17.104  -6.485  -19.988
C  14.982  -17.946  -14.151
C  14.323  -17.037  -15.172
O  13.541  -17.469  -16.051
N  14.737  -15.543  -15.091
H  14.663  -15.169  -14.156
H  15.736  -15.493  -15.230
C  13.994  -14.732  -16.149
H  15.352  -18.826  -14.677
H  14.184  -18.229  -13.465
H  15.785  -17.538  -13.537
H  14.472  -13.761  -16.019
H  12.934  -14.640  -15.913
H  14.109  -15.230  -17.111
C  9.347  -17.580  -21.092
C  10.287  -16.450  -20.683
O  11.416  -16.717  -20.281
N  9.878  -15.029  -21.070
H  10.054  -14.873  -22.053
H  8.883  -14.902  -20.955
C  10.641  -13.906  -20.342
H  8.331  -17.229  -20.913
H  9.381  -18.423  -20.401
H  9.377  -17.930  -22.123
H  10.206  -13.665  -19.372
H  10.578  -13.032  -20.990
H  11.695  -14.160  -20.458
C  14.733  -7.759  -12.788
C  15.679  -8.867  -12.301
O  15.256  -9.889  -11.820
N  17.209  -8.712  -12.396
H  17.444  -7.960  -11.764
H  17.646  -9.553  -12.047
C  17.649  -8.588  -13.848
H  14.974  -7.477  -13.812
H  14.774  -6.855  -12.181
H  13.686  -8.003  -12.605
H  17.289  -7.604  -14.147
H  17.149  -9.474  -14.240
H  18.733  -8.612  -13.957
C  7.792  -14.079  -15.353
C  8.925  -13.248  -16.016
O  9.767  -13.708  -16.691
N  8.755  -11.753  -15.833
H  7.794  -11.593  -15.566
H  9.287  -11.489  -15.016
C  9.304  -11.035  -17.059
H  7.959  -15.092  -15.718
H  6.824  -13.710  -15.691
H  7.902  -14.097  -14.268
H  9.129  -9.968  -16.922
H  8.916  -11.413  -18.004
H  10.374  -11.235  -17.005
C  7.394  -7.703  -19.556
C  8.736  -6.918  -19.524
C  8.695  -5.384  -19.556
N  10.062  -4.709  -19.482
C  10.870  -5.011  -20.748
C  10.791  -5.113  -18.134
C  11.755  -4.008  -17.736
C  11.332  -2.777  -18.613
C  10.076  -3.167  -19.410
H  7.521  -8.772  -19.390
H  6.993  -7.577  -20.562
H  6.723  -7.309  -18.793
H  9.265  -7.364  -20.366
H  9.212  -7.234  -18.596
H  8.254  -5.118  -18.595
H  8.177  -4.842  -20.347
H  10.348  -4.507  -21.560
H  10.825  -6.082  -20.950
H  11.882  -4.656  -20.552
H  11.237  -6.070  -18.406
H  10.095  -5.202  -17.300
H  12.816  -4.259  -17.726
H  11.556  -3.701  -16.710
H  12.227  -2.537  -19.186
H  11.189  -1.881  -18.009
H  10.012  -2.580  -20.326
H  9.186  -2.995  -18.805
C  15.487  -12.204  -20.390
C  15.666  -11.260  -21.557
C  14.781  -10.027  -21.521
N  14.580  -9.309  -22.880
C  15.904  -8.612  -23.423
C  13.476  -8.206  -22.633
C  12.096  -8.843  -23.089
C  12.422  -10.256  -23.621
C  13.889  -10.235  -23.953
H  16.461  -12.685  -20.298
H  14.804  -13.045  -20.519
H  15.282  -11.737  -19.427
H  15.656  -11.897  -22.441
H  16.696  -10.904  -21.514
H  15.296  -9.284  -20.912
H  13.828  -10.270  -21.051
H  16.261  -7.970  -22.618
H  15.727  -7.928  -24.252
H  16.661  -9.350  -23.691
H  13.676  -7.369  -23.302
H  13.452  -7.827  -21.611
H  11.967  -8.351  -24.053
H  11.157  -8.756  -22.543
H  11.755  -10.551  -24.432
H  12.264  -10.919  -22.771
H  14.180  -9.898  -24.948
H  14.225  -11.271  -23.921
N  10.233  -10.943  -13.613
S  11.704  -11.108  -13.568
O  12.368  -12.327  -13.920
O  12.433  -10.162  -12.738
F  11.835  -10.323  -14.934
S  10.142  -11.993  -12.222
O  10.857  -11.742  -10.977
O  9.784  -13.375  -12.572
F  8.716  -11.386  -11.744

The multiplicity is 1. The total charge is +5. The energy above the lowest of the compared OMol25 structures with the same formula, charge and spin is 0.00 kJ/mol. The LUMO energy comes out at -10.84 eV. As for the HOMO energy: -16.97 eV. The calculation puts the HOMO-LUMO gap at 0.2253 Eh.

Entry 2:
ORCA calculation (the ωB97M-V functional and the def2-TZVPD basis) on a molecular structure, C15H39CrN4O9S3.

CARTESIAN COORDINATES (ANGSTROEM)
Cr  -0.321  3.478  0.897
N  0.050  0.239  1.236
O  0.188  -0.063  2.448
O  0.516  -0.516  0.350
O  -0.518  1.300  0.910
C  5.375  -1.151  -4.031
C  4.453  -0.449  -3.037
O  4.928  0.057  -2.036
N  3.145  -0.423  -3.408
C  2.073  0.216  -2.663
H  6.174  -0.441  -4.236
H  4.913  -1.423  -4.977
H  5.797  -2.017  -3.523
H  2.881  -1.096  -4.107
H  1.367  -0.485  -2.209
H  1.533  0.847  -3.365
H  2.484  0.764  -1.819
C  0.351  -3.918  1.454
C  1.782  -3.986  0.946
O  2.360  -5.052  0.846
N  2.301  -2.794  0.580
C  3.616  -2.641  0.014
H  -0.164  -4.829  1.155
H  -0.173  -3.041  1.065
H  0.307  -3.867  2.546
H  1.679  -1.994  0.570
H  4.276  -2.201  0.772
H  3.587  -1.918  -0.802
H  4.110  -3.535  -0.350
C  -4.704  2.917  0.292
C  -3.521  3.749  -0.099
O  -2.429  3.561  0.441
N  -3.733  4.738  -0.977
C  -2.668  5.620  -1.427
H  -4.787  2.078  -0.408
H  -5.654  3.451  0.274
H  -4.563  2.491  1.281
H  -4.661  4.819  -1.355
H  -1.737  5.071  -1.521
H  -2.595  6.503  -0.797
H  -2.917  5.966  -2.432
C  2.402  -0.362  4.713
S  3.898  0.453  4.163
O  5.046  -0.214  4.839
C  4.001  0.001  2.442
H  1.570  0.224  4.311
H  2.390  -0.384  5.800
H  2.396  -1.354  4.267
H  4.785  0.611  1.985
H  3.099  0.293  1.897
H  4.245  -1.055  2.356
C  -2.250  0.266  -1.897
S  -2.535  0.474  -3.680
O  -1.223  0.829  -4.261
C  -3.450  2.011  -3.480
H  -1.773  1.188  -1.568
H  -1.596  -0.568  -1.652
H  -3.254  0.130  -1.486
H  -3.686  2.375  -4.478
H  -2.855  2.764  -2.964
H  -4.369  1.772  -2.943
C  -2.577  -0.962  1.523
S  -2.986  -1.565  3.168
O  -4.093  -0.687  3.641
C  -3.620  -3.212  2.838
H  -3.430  -1.179  0.883
H  -1.668  -1.455  1.175
H  -2.392  0.113  1.597
H  -2.815  -3.706  2.292
H  -4.523  -3.126  2.238
H  -3.841  -3.700  3.785

The multiplicity is 9. The total charge is +1. The energy above the lowest of the compared OMol25 structures with the same formula, charge and spin is 194.41 kJ/mol. The LUMO energy (alpha / beta) comes out at -2.86 / -7.77 eV. As for the HOMO energy (alpha / beta): -6.22 / -10.96 eV. The calculation puts the HOMO-LUMO gap (alpha / beta) at 0.1234 / 0.1176 Eh.

Entry 3:
ORCA calculation (the ωB97M-V functional and the def2-TZVPD basis) on 3 unconnected molecules or ions with the total composition C22H26BrClF7N2O9PS.

CARTESIAN COORDINATES (ANGSTROEM)
C  1.544  0.524  -0.730
C  1.001  1.873  -1.258
O  -0.440  1.810  -1.226
P  -1.170  2.537  -2.474
O  -0.436  3.772  -2.804
C  -2.831  2.999  -1.882
C  -3.864  3.247  -3.030
C  -5.245  2.666  -2.753
N  -5.677  1.739  -3.572
C  -6.926  1.257  -3.283
C  -7.495  0.275  -4.144
C  -8.729  -0.257  -3.916
Br  -9.433  -1.567  -5.114
C  -9.457  0.169  -2.764
C  -8.921  1.108  -1.946
S  -9.904  1.579  -0.520
O  -9.225  1.067  0.624
O  -11.212  1.027  -0.636
F  -9.927  3.147  -0.409
C  -7.639  1.710  -2.168
N  -7.223  2.672  -1.288
C  -6.056  3.113  -1.637
Cl  -5.389  4.408  -0.639
O  -1.242  1.647  -3.837
C  -0.755  0.288  -3.743
C  0.709  0.214  -4.266
H  2.643  0.565  -0.682
H  1.178  0.298  0.282
H  1.269  -0.316  -1.386
H  1.405  2.068  -2.259
H  1.399  2.641  -0.582
H  -3.250  2.270  -1.169
H  -2.706  3.942  -1.334
H  -3.482  2.735  -3.929
H  -3.918  4.309  -3.317
H  -6.929  -0.039  -5.025
H  -10.434  -0.271  -2.549
H  -0.905  -0.185  -2.763
H  -1.361  -0.296  -4.456
H  1.387  -0.355  -3.617
H  0.702  -0.310  -5.238
H  1.097  1.218  -4.492
C  6.694  -0.242  3.612
C  5.498  0.386  4.293
O  5.034  1.536  3.563
C  4.255  1.283  2.518
O  3.921  0.197  2.145
C  3.800  2.597  1.871
F  4.807  3.469  1.734
F  2.858  3.202  2.609
F  3.283  2.397  0.656
H  7.482  0.498  3.462
H  7.088  -1.062  4.211
H  6.427  -0.629  2.630
H  5.780  0.744  5.282
H  4.690  -0.333  4.429
C  7.748  -6.610  4.762
C  6.551  -5.976  5.438
O  6.076  -4.842  4.689
C  5.292  -5.117  3.650
O  4.963  -6.210  3.299
C  4.829  -3.816  2.984
F  5.837  -2.943  2.830
F  3.887  -3.203  3.719
F  4.306  -4.029  1.779
H  8.530  -5.867  4.596
H  8.151  -7.416  5.375
H  7.480  -7.017  3.788
H  6.835  -5.597  6.418
H  5.747  -6.696  5.590

The multiplicity is 1. The SMILES is CCOP(=O)(CCc1nc2cc(Br)cc(S(=O)(=O)F)c2nc1Cl)OCC.CCOC(=O)C(F)(F)F.CCOC(=O)C(F)(F)F. The LUMO energy comes out at -1.20 eV. As for the HOMO energy: -9.76 eV. The calculation puts the HOMO-LUMO gap at 0.3146 Eh.

Entry 4:
ORCA calculation (the ωB97M-V functional and the def2-TZVPD basis) on 6 unconnected molecules or ions with the total composition H12O6.

CARTESIAN COORDINATES (ANGSTROEM)
O  0.461  -0.088  0.139
H  1.299  -0.052  0.600
H  -0.195  -0.119  0.835
O  1.732  -2.413  -1.592
H  1.007  -2.002  -1.121
H  1.741  -3.317  -1.278
O  2.550  1.048  1.570
H  3.188  0.907  2.270
H  3.040  1.507  0.888
O  -2.519  -1.575  2.306
H  -2.652  -0.937  1.604
H  -3.291  -1.483  2.863
O  -2.071  1.959  -0.584
H  -1.163  2.033  -0.875
H  -2.510  2.716  -0.973
O  -0.047  0.959  -2.264
H  -0.059  0.422  -1.472
H  -0.510  0.433  -2.917

The multiplicity is 1. The SMILES is O.O.O.O.O.O. The energy above the lowest of the compared OMol25 structures with the same formula, charge and spin is 114.40 kJ/mol. The LUMO energy comes out at 0.50 eV. As for the HOMO energy: -10.63 eV. The calculation puts the HOMO-LUMO gap at 0.4088 Eh.

Entry 5:
ORCA calculation (the ωB97M-V functional and the def2-TZVPD basis) on a gas-phase ion, C2H2NO5S2 (charge -1).

CARTESIAN COORDINATES (ANGSTROEM)
C  1.440  1.183  0.181
C  0.931  -0.042  -0.516
N  2.067  2.030  0.692
O  -0.853  -1.794  -1.099
O  -1.279  0.924  2.600
O  -0.182  -1.198  1.563
O  -0.908  0.255  -2.324
O  -2.020  0.078  -0.124
S  -0.634  0.184  1.472
S  -0.962  -0.353  -1.053
H  0.741  -1.063  -0.048
H  1.659  -0.205  -1.344

The multiplicity is 1. The SMILES is N#CCS1(=O)([O-])OS1(=O)=O. The total charge is -1. The LUMO energy comes out at 3.66 eV. As for the HOMO energy: -6.07 eV. The calculation puts the HOMO-LUMO gap at 0.3576 Eh.

Entry 6:
ORCA calculation (the ωB97M-V functional and the def2-TZVPD basis) on a molecular structure, C24H26LaN4O6.

CARTESIAN COORDINATES (ANGSTROEM)
La  -0.768  -0.229  0.522
C  1.712  -1.123  2.798
N  1.573  0.134  2.048
C  1.508  1.275  2.964
C  2.659  0.322  1.095
C  3.980  0.166  1.487
C  5.034  0.357  0.607
C  4.749  0.703  -0.706
C  3.442  0.871  -1.114
C  2.354  0.711  -0.229
N  1.043  0.847  -0.623
C  0.700  1.663  -1.684
C  1.332  2.889  -1.952
C  0.901  3.724  -2.967
C  -0.188  3.369  -3.746
C  -0.835  2.166  -3.497
C  -0.415  1.315  -2.486
N  -1.053  0.047  -2.221
C  -2.439  -0.046  -2.678
C  -0.252  -1.041  -2.804
H  2.571  -1.116  3.481
H  1.828  -1.943  2.094
H  0.808  -1.285  3.387
H  2.441  1.394  3.530
H  0.684  1.130  3.665
H  1.332  2.189  2.395
H  4.205  -0.124  2.507
H  6.055  0.224  0.940
H  5.555  0.829  -1.420
H  3.227  1.109  -2.147
H  2.158  3.189  -1.320
H  1.408  4.667  -3.141
H  -0.535  4.018  -4.541
H  -1.686  1.900  -4.111
H  -2.508  -0.138  -3.770
H  -2.990  0.837  -2.358
H  -2.897  -0.925  -2.226
H  -0.178  -0.924  -3.893
H  -0.717  -2.003  -2.586
H  0.751  -1.035  -2.380
O  -1.779  -6.306  -1.310
C  -1.594  -5.204  -0.852
C  -0.275  -4.643  -0.377
O  0.770  -5.254  -0.267
C  -0.526  -3.228  -0.085
C  -1.908  -2.940  -0.227
O  -2.394  -1.770  0.026
C  -2.633  -4.121  -0.684
O  -3.826  -4.232  -0.902
O  0.326  -2.338  0.270
N  -3.073  0.305  4.634
C  -2.560  0.302  3.380
O  -1.511  -0.305  3.153
C  -3.343  1.060  2.336
C  -2.473  1.552  1.163
H  -2.647  -0.276  5.335
H  -3.959  0.728  4.832
H  -3.903  1.857  2.847
H  -4.082  0.346  1.953
H  -1.988  2.491  1.482
H  -3.173  1.863  0.373

The multiplicity is 1. The total charge is -1. The energy above the lowest of the compared OMol25 structures with the same formula, charge and spin is 23.34 kJ/mol. The LUMO energy comes out at 2.18 eV. As for the HOMO energy: -4.47 eV. The calculation puts the HOMO-LUMO gap at 0.2441 Eh.

| no. | largest force on an atom (hartree/bohr) |
| --- | --- |
| 1 | 0.21105 |
| 2 | 0.02912 |
| 3 | 0.06309 |
| 4 | 0.01507 |
| 5 | 0.09842 |
| 6 | 0.02969 |